1.
Formula: C17H14ClN3O3
Source: the Open Molecules 2025 dataset
Level of theory: ωB97M-V/def2-TZVPD

Last column: Löwdin charge in e.
Cartesian coordinates (Å):
O: 4.681 -1.517 1.411  0.073
C: 4.461 -0.496 0.791  -0.453
N: 5.447 0.240 0.216  0.065
H: 5.194 0.986 -0.413  0.133
C: 6.802 -0.246 0.140  -0.162
H: 6.787 -1.267 0.530  0.124
H: 7.465 0.369 0.761  0.124
C: 7.322 -0.239 -1.297  -0.261
O: 6.473 -1.037 -2.089  -0.057
H: 6.858 -1.149 -2.963  0.088
H: 7.340 0.795 -1.679  0.115
H: 8.349 -0.626 -1.301  0.118
C: 3.088 0.066 0.621  -0.128
C: 2.048 -0.820 0.500  0.065
C: 0.750 -0.310 0.332  -0.212
N: -0.396 -0.970 0.178  0.147
N: -1.331 -0.020 0.060  -0.016
C: -0.833 1.241 0.125  -0.183
C: 0.539 1.114 0.310  -0.077
C: 1.620 1.999 0.469  -0.012
C: 2.869 1.471 0.612  -0.044
H: 3.712 2.131 0.761  0.107
H: 1.447 3.064 0.479  0.115
O: -1.622 2.331 0.075  0.037
C: -2.856 2.150 -0.610  -0.093
C: -3.514 0.827 -0.320  -0.119
C: -4.884 0.647 -0.374  -0.053
C: -5.416 -0.617 -0.158  -0.669
C: -4.599 -1.704 0.119  -0.091
C: -3.231 -1.527 0.192  0.013
C: -2.695 -0.267 -0.030  -0.123
H: -2.561 -2.342 0.413  0.114
H: -5.034 -2.677 0.282  0.108
Cl: -7.125 -0.834 -0.242  0.681
H: -5.534 1.479 -0.593  0.116
H: -3.487 2.985 -0.296  0.138
H: -2.678 2.235 -1.695  0.146
H: 2.225 -1.882 0.533  0.128

Its SMILES is O=C(NCCO)c1ccc2c3n(nc2c1)-c1ccc(Cl)cc1CO3. The value obtained for the energy above the lowest of the compared OMol25 structures with the same formula, charge and spin is 53.14 kcal/mol. Its molar mass is 343.77 g mol⁻¹. The HOMO energy is -7.884 eV. The LUMO energy comes out at -0.022 eV.


2.
Formula: C17H14CrF12N6O6PS5
Source: the Open Molecules 2025 dataset
Level of theory: ωB97M-V/def2-TZVPD

Last column: Löwdin charge in e.
Cartesian coordinates (Å):
Cr: 1.216 -0.503 1.015  0.806
C: 1.719 -0.786 -3.315  0.009
C: 1.268 -0.901 -1.880  -0.237
N: 1.758 -0.153 -0.956  -0.071
N: 2.798 0.720 -1.369  0.023
C: 2.763 1.956 -0.682  -0.742
N: 3.937 2.597 -0.608  0.160
S: 1.231 2.647 -0.311  0.693
C: 0.259 -1.900 -1.346  -0.188
C: -0.595 -2.602 -2.236  0.037
C: -1.411 -3.583 -1.641  -0.031
C: -1.306 -3.956 -0.281  0.010
C: -0.562 -3.038 0.506  -0.057
N: 0.198 -2.091 -0.035  0.043
H: 1.636 0.271 -3.582  0.084
H: 1.255 -1.423 -4.073  0.087
H: 2.790 -1.062 -3.388  0.104
H: 3.684 0.203 -1.365  0.123
H: 4.755 2.105 -0.850  0.110
H: 4.027 3.483 -0.141  0.119
H: -0.748 -2.400 -3.247  0.096
H: -2.187 -4.074 -2.247  0.118
H: -1.891 -4.833 0.067  0.128
H: -0.439 -3.279 1.524  0.111
F: -1.918 -0.628 4.231  0.164
C: -0.962 0.268 4.040  -0.698
F: -1.031 1.196 4.970  0.173
F: -1.139 0.816 2.839  0.131
S: 0.621 -0.631 4.177  0.702
O: 0.731 -1.208 2.810  -0.392
O: 0.383 -1.610 5.165  -0.202
N: 1.751 0.478 4.494  -0.252
S: 2.556 1.311 3.404  0.654
O: 2.296 0.803 2.054  -0.411
O: 3.909 1.540 3.760  -0.201
C: 1.775 2.917 3.429  -0.728
F: 0.536 2.842 3.095  0.191
F: 2.589 3.658 2.609  0.091
F: 1.852 3.453 4.621  0.185
O: -3.861 2.939 1.462  -0.272
S: -3.775 1.711 0.716  0.626
O: -4.143 0.541 1.424  -0.270
N: -2.277 1.620 0.019  -0.079
C: -2.316 1.668 -1.258  -0.745
S: -0.879 1.894 -2.207  0.717
C: -3.689 1.655 -1.890  -0.209
C: -4.084 1.523 -3.199  -0.026
C: -5.464 1.542 -3.408  -0.065
C: -6.389 1.713 -2.375  -0.052
C: -5.946 1.710 -1.049  -0.035
C: -4.606 1.739 -0.843  -0.235
H: -3.398 1.328 -3.996  0.104
H: -5.834 1.362 -4.432  0.116
H: -7.430 1.567 -2.677  0.113
H: -6.674 1.534 -0.236  0.140
F: 3.145 -3.185 -1.063  -0.154
P: 4.415 -2.691 -0.194  0.207
F: 5.367 -3.691 -1.016  -0.133
F: 3.414 -1.636 0.647  -0.219
F: 4.617 -1.456 -1.299  -0.197
F: 5.585 -2.136 0.760  -0.135
F: 4.120 -3.858 0.856  -0.136

The value obtained for the energy above the lowest of the compared OMol25 structures with the same formula, charge and spin is 15.12 kcal/mol. Its molar mass is 869.62 g mol⁻¹. As for the spin multiplicity: 6. The HOMO energy (spin up / spin down) is -9.277 / -9.620 eV. The LUMO energy (spin up / spin down) comes out at -1.497 / -2.786 eV.


3.
Formula: C17H14FN3O2
Source: the Open Molecules 2025 dataset
Level of theory: ωB97M-V/def2-TZVPD

Last column: Löwdin charge in e.
Cartesian coordinates (Å):
O: 3.673 0.287 -1.757  0.006
F: -0.930 0.794 3.553  0.092
O: -4.282 -0.060 2.860  -0.045
C: 3.080 0.700 -0.722  -0.363
C: 0.436 -0.648 -4.919  -0.074
C: -0.148 0.073 -3.730  -0.014
C: 1.647 -1.164 -4.553  -0.114
C: 0.752 -0.147 -2.767  -0.295
C: 1.375 0.783 3.502  0.020
C: 2.620 0.928 2.840  0.049
C: -0.746 0.478 -0.869  0.070
C: 0.578 0.398 -1.424  -0.030
C: 0.156 0.678 2.802  -0.223
C: 1.655 0.620 -0.561  -0.047
C: 2.584 0.870 1.437  -0.182
C: -0.913 0.436 0.527  -0.133
C: 1.455 0.693 0.768  -0.123
C: 0.203 0.525 1.434  -0.008
N: 1.755 -0.951 -3.187  0.068
N: 3.640 0.862 0.508  0.177
N: -2.293 0.450 0.954  0.002
C: -3.761 -1.210 2.160  -0.209
C: -3.249 -0.643 0.827  -0.189
H: -4.454 -0.292 3.707  0.021
H: 0.108 -0.750 -5.932  0.074
H: -1.083 0.654 -3.641  0.111
H: 2.355 -1.624 -5.232  0.111
H: 1.356 0.789 4.551  0.097
H: 3.442 0.985 3.425  0.074
H: -1.645 0.296 -1.507  0.131
H: 2.686 -1.105 -2.657  0.173
H: 4.638 0.621 0.578  0.182
H: -2.461 1.129 1.703  0.124
H: -2.947 -1.645 2.786  0.123
H: -4.502 -2.000 2.044  0.110
H: -4.057 -0.352 0.160  0.112
H: -2.723 -1.458 0.335  0.120

Its SMILES is O=C1Nc2ccc(F)c3c(NCCO)cc(-c4ccc[nH]4)c1c23. The value obtained for the energy above the lowest of the compared OMol25 structures with the same formula, charge and spin is 83.58 kcal/mol. Its molar mass is 311.32 g mol⁻¹. The HOMO energy is -7.725 eV. The LUMO energy comes out at -0.545 eV.


4.
Formula: C17H14MnN6O8S
Source: the Open Molecules 2025 dataset
Level of theory: ωB97M-V/def2-TZVPD

Last column: Löwdin charge in e.
Cartesian coordinates (Å):
Mn: -0.489 -0.387 0.388  0.929
O: 2.653 -1.206 2.695  0.136
C: 1.767 -0.636 1.864  -0.414
O: 1.010 -1.381 1.144  -0.056
C: 1.647 0.763 1.758  -0.157
C: 2.315 1.822 2.421  0.006
C: 1.862 3.103 2.251  -0.052
C: 0.696 3.370 1.492  0.005
C: 0.084 2.299 0.875  -0.157
N: 0.582 1.070 0.936  0.022
C: -1.332 2.160 0.302  -0.641
O: -1.787 3.295 -0.304  0.110
O: -1.431 1.065 -0.455  -0.113
H: 2.494 -2.164 2.694  0.139
H: 3.148 1.580 3.060  0.116
H: 2.367 3.921 2.740  0.107
H: 0.277 4.357 1.422  0.114
H: -2.632 3.089 -0.730  0.129
N: -7.517 -2.663 1.089  0.106
C: -6.157 -2.788 1.008  -0.321
C: -5.332 -2.216 1.986  -0.020
C: -3.964 -2.372 1.922  -0.060
C: -3.417 -3.115 0.891  -0.295
C: -4.209 -3.693 -0.085  -0.053
C: -5.577 -3.533 -0.027  -0.022
S: -1.661 -3.231 0.740  0.656
O: -1.266 -4.436 0.073  -0.271
O: -1.038 -2.931 1.998  -0.292
N: -1.336 -1.908 -0.226  -0.163
C: -0.758 -1.952 -1.423  -0.452
N: 0.124 -0.922 -1.558  0.069
C: 0.738 -0.775 -2.719  -0.081
C: 0.527 -1.674 -3.757  -0.045
C: -0.383 -2.699 -3.521  -0.110
N: -1.027 -2.838 -2.378  0.155
H: -7.893 -1.954 1.694  0.095
H: -8.063 -2.893 0.277  0.095
H: -5.778 -1.652 2.791  0.110
H: -3.301 -1.928 2.648  0.104
H: -3.731 -4.256 -0.870  0.116
H: -6.214 -3.978 -0.776  0.110
H: 1.411 0.068 -2.817  0.123
H: 1.027 -1.563 -4.703  0.096
H: -0.626 -3.430 -4.284  0.112
O: -2.145 2.021 1.537  0.020
N: -1.854 0.991 2.387  0.117
O: -1.669 -0.155 1.835  -0.121

The value obtained for the energy above the lowest of the compared OMol25 structures with the same formula, charge and spin is 84.24 kcal/mol. Its molar mass is 517.34 g mol⁻¹. As for the spin multiplicity: 6. The HOMO energy (spin up / spin down) is -6.316 / -8.269 eV. The LUMO energy (spin up / spin down) comes out at -1.380 / -1.216 eV.


5.
Formula: C17H15BrDyO3
Source: the Open Molecules 2025 dataset
Level of theory: ωB97M-V/def2-TZVPD

Last column: Löwdin charge in e.
Cartesian coordinates (Å):
C: -1.700 0.409 -3.120  -0.209
C: -0.660 0.484 -4.101  -0.235
C: 0.073 -0.743 -4.075  -0.239
H: -0.473 1.320 -4.777  0.105
C: -0.531 -1.594 -3.092  -0.231
C: -1.619 -0.880 -2.489  -0.212
H: -2.331 -1.285 -1.768  0.116
H: -2.460 1.169 -2.931  0.110
H: 0.900 -1.016 -4.733  0.103
H: -0.260 -2.633 -2.906  0.107
Dy: 0.452 0.346 -1.804  1.328
Br: 0.836 2.909 -1.610  -0.092
C: -2.829 1.859 1.651  -0.221
C: -3.586 0.767 1.123  -0.228
C: -4.179 1.195 -0.105  -0.240
H: -3.688 -0.217 1.576  0.046
C: -3.788 2.550 -0.336  -0.233
C: -2.958 2.961 0.751  -0.221
H: -2.518 3.951 0.879  0.052
H: -2.269 1.857 2.584  0.050
H: -4.814 0.595 -0.754  0.046
H: -4.088 3.167 -1.182  0.048
O: 0.797 -0.440 3.026  0.080
C: 2.024 -0.923 2.765  -0.241
C: 2.970 -1.006 3.805  -0.007
C: 4.283 -1.365 3.510  -0.081
C: 4.654 -1.726 2.206  -0.095
C: 3.708 -1.711 1.182  -0.020
C: 2.402 -1.296 1.439  -0.081
C: 1.557 -0.907 0.318  -0.516
O: 2.002 -1.008 -0.891  -0.171
O: 0.395 -0.318 0.473  -0.140
H: 0.374 -0.328 2.122  0.087
H: 2.662 -0.756 4.820  0.117
H: 5.029 -1.378 4.306  0.102
H: 5.682 -2.013 1.977  0.096
H: 3.953 -1.998 0.159  0.120

The value obtained for the energy above the lowest of the compared OMol25 structures with the same formula, charge and spin is 0.00 kcal/mol. Its molar mass is 509.71 g mol⁻¹. As for the spin multiplicity: 6. The HOMO energy (spin up / spin down) is -2.617 / -2.617 eV. The LUMO energy (spin up / spin down) comes out at 2.113 / 2.130 eV. The charge is -1.


6.
Formula: C17H15BrO3Y
Source: the Open Molecules 2025 dataset
Level of theory: ωB97M-V/def2-TZVPD

Last column: Löwdin charge in e.
Cartesian coordinates (Å):
C: -1.243 -0.986 -1.255  -0.169
C: -1.962 -2.130 -0.760  -0.227
C: -3.017 -1.653 0.088  -0.232
H: -1.812 -3.141 -1.056  0.088
C: -2.903 -0.225 0.171  -0.219
C: -1.815 0.195 -0.686  -0.159
H: -1.670 1.211 -1.060  0.114
H: -0.545 -0.985 -2.086  0.107
H: -3.781 -2.247 0.557  0.093
H: -3.581 0.441 0.677  0.097
Y: -0.905 -1.180 1.339  1.225
Br: 1.164 -2.853 1.138  -0.137
C: 2.797 1.661 -0.078  -0.227
C: 1.842 2.375 -0.859  -0.234
C: 1.554 1.597 -2.016  -0.241
H: 1.454 3.383 -0.661  0.050
C: 2.398 0.441 -1.984  -0.233
C: 3.129 0.475 -0.780  -0.235
H: 3.770 -0.319 -0.403  0.054
H: 3.175 1.980 0.904  0.055
H: 0.975 1.929 -2.874  0.045
H: 2.463 -0.308 -2.767  0.050
O: 0.778 3.025 3.834  0.081
C: 0.161 2.376 4.855  -0.230
C: 0.456 2.778 6.164  -0.017
C: 0.000 2.068 7.273  -0.071
C: -0.802 0.947 7.033  -0.096
C: -1.172 0.553 5.750  -0.014
C: -0.707 1.263 4.642  -0.082
C: -0.856 0.580 3.380  -0.495
O: -1.680 -0.446 3.347  -0.175
O: -0.180 0.791 2.282  -0.116
H: 0.569 2.556 2.991  0.111
H: 1.122 3.624 6.288  0.115
H: 0.291 2.383 8.280  0.107
H: -1.139 0.362 7.884  0.093
H: -1.787 -0.341 5.591  0.123

The value obtained for the energy above the lowest of the compared OMol25 structures with the same formula, charge and spin is 52.43 kcal/mol. Its molar mass is 436.11 g mol⁻¹. The HOMO energy is -2.572 eV. The LUMO energy comes out at 2.039 eV. The charge is -1.


> Which of these has the lowest energy above the lowest of the compared OMol25 structures with the same formula, charge and spin?

C17H15BrDyO3